Record 1
This record from the OMol25 dataset describes C45H58ClN11S2SiY as an isolated structure at a distorted geometry. The level of theory is ωB97M-V/def2-TZVPD.

* maximum force: 3.2 eV Å⁻¹
* lowest unoccupied orbital energy (alpha / beta): 2.131 / 1.721 eV
* charge: -1
* gap between HOMO and LUMO (alpha / beta): 6.825 / 4.893 eV

Last column: Mulliken charge in e.
Atoms and positions in Å:
Y  -0.501  0.000  -0.003  -0.27
C  6.518  -1.863  -0.680  -0.92
Si  5.628  -0.225  -1.081  0.24
C  6.924  1.182  -0.851  -1.30
C  5.148  -0.168  -2.918  -1.05
C  4.298  0.134  0.222  0.08
C  4.691  0.556  1.476  -0.20
C  3.751  0.818  2.469  -1.80
C  2.419  0.604  2.175  -0.16
N  1.990  0.189  0.989  0.39
C  2.905  -0.022  0.008  0.75
S  2.267  -0.405  -1.516  -0.39
H  7.442  -1.950  -1.244  0.44
H  5.896  -2.715  -0.929  0.10
H  6.766  -1.940  0.374  0.34
H  7.793  1.004  -1.476  0.35
H  7.279  1.252  0.172  0.37
H  6.518  2.152  -1.124  0.32
H  6.038  -0.187  -3.542  0.41
H  4.582  0.727  -3.157  0.29
H  4.526  -1.017  -3.174  0.28
H  5.742  0.687  1.698  0.33
H  4.053  1.158  3.450  0.41
H  1.654  0.769  2.923  0.18
C  -2.508  4.346  2.079  -1.05
N  -1.060  4.296  2.065  0.30
C  -0.476  4.940  3.220  -1.20
C  -0.453  3.257  1.380  -0.93
N  -1.075  2.270  0.870  2.46
N  0.902  3.392  1.166  0.38
C  1.571  2.888  0.059  -0.62
N  2.915  3.245  0.041  -0.55
N  0.959  2.270  -0.861  0.08
H  -2.810  5.371  2.299  0.35
H  -2.946  3.684  2.835  0.34
H  -2.898  4.090  1.095  0.23
H  -1.039  4.660  4.116  0.33
H  -0.520  6.026  3.098  0.30
H  0.558  4.642  3.369  0.43
H  -2.062  2.249  1.107  -0.99
H  1.399  4.093  1.691  0.35
H  3.383  3.237  0.937  0.25
H  3.441  2.731  -0.655  0.27
H  1.563  1.975  -1.627  0.12
C  -1.555  4.421  -1.890  -1.36
C  -0.951  3.522  -2.931  1.99
C  -0.189  4.107  -3.933  -0.82
C  0.397  3.345  -4.925  -0.93
C  0.216  1.973  -4.914  -1.08
C  -0.528  1.354  -3.924  1.56
C  -0.708  -0.131  -3.949  -0.96
C  -1.121  2.125  -2.905  -1.67
N  -1.833  1.480  -1.893  1.63
C  -3.130  1.660  -1.769  0.49
C  -3.932  2.408  -2.812  -2.47
C  -3.866  1.028  -0.723  0.49
C  -5.369  1.208  -0.708  -2.63
N  -3.271  0.302  0.205  2.04
C  -4.048  -0.591  0.951  -2.10
C  -4.600  -1.721  0.314  1.81
C  -4.419  -1.970  -1.157  -1.95
C  -5.326  -2.639  1.057  -0.60
C  -5.495  -2.482  2.419  -1.14
C  -4.974  -1.363  3.039  -0.21
C  -4.288  -0.395  2.322  1.60
C  -3.881  0.875  3.008  -1.30
H  -0.829  5.172  -1.581  0.57
H  -1.854  3.849  -1.019  -0.35
H  -2.427  4.945  -2.288  0.39
H  -0.067  5.183  -3.943  0.44
H  0.989  3.810  -5.702  0.39
H  0.660  1.362  -5.688  0.42
H  -0.471  -0.534  -4.930  0.53
H  -1.724  -0.416  -3.681  0.09
H  -0.036  -0.591  -3.222  -0.08
H  -3.297  2.673  -3.652  0.49
H  -4.373  3.318  -2.404  0.33
H  -4.740  1.776  -3.178  0.53
H  -5.641  2.253  -0.849  0.56
H  -5.773  0.862  0.242  0.51
H  -5.842  0.630  -1.501  0.37
H  -3.678  -1.303  -1.589  -0.12
H  -5.363  -1.835  -1.690  0.36
H  -4.086  -2.993  -1.320  0.53
H  -5.777  -3.485  0.555  0.43
H  -6.041  -3.221  2.988  0.40
H  -5.115  -1.225  4.101  0.40
H  -3.858  0.728  4.086  0.37
H  -4.591  1.674  2.772  0.47
H  -2.884  1.173  2.692  -0.51
N  -1.149  -2.925  -1.606  -0.98
C  -0.923  -1.890  -1.145  0.71
C  -2.725  -4.016  5.226  -1.45
C  -2.305  -3.293  3.983  1.09
C  -2.411  -3.903  2.733  -1.30
C  -1.927  -3.190  1.651  -0.27
N  -1.388  -1.990  1.775  0.31
C  -1.357  -1.462  3.021  0.39
S  -0.687  0.083  3.144  -0.62
N  -1.796  -2.084  4.120  -0.56
H  -3.425  -4.812  4.985  0.36
H  -3.171  -3.328  5.938  0.35
H  -1.841  -4.456  5.687  0.32
H  -2.845  -4.884  2.618  0.34
H  -1.955  -3.595  0.648  0.45
Cl  2.652  -6.075  -2.964  -0.25
C  3.656  -5.653  -1.616  0.42
C  4.756  -6.432  -1.364  -0.56
C  5.593  -6.133  -0.295  -0.37
C  5.306  -5.025  0.501  -0.55
C  4.209  -4.245  0.253  -0.56
C  3.296  -4.527  -0.814  1.35
C  2.168  -3.775  -1.018  -1.48
H  4.968  -7.280  -1.999  0.41
H  6.455  -6.750  -0.096  0.37
H  5.968  -4.781  1.322  0.36
H  4.005  -3.375  0.861  0.46
H  1.920  -2.966  -0.354  0.06
H  1.472  -3.962  -1.815  0.25

=====

Record 2
This record from the OMol25 dataset describes an isolated ion of composition C3H8N3O and charge +1 at a distorted geometry. The level of theory is ωB97M-V/def2-TZVPD.

* maximum force: 5.0 eV Å⁻¹
* lowest unoccupied orbital energy: -3.552 eV
* charge: +1
* gap between HOMO and LUMO: 11.057 eV

Last column: natural (NBO) charge in e.
Atoms and positions in Å:
C  -1.173  0.707  1.143  -0.71
C  0.007  0.486  0.337  0.64
N  1.200  0.957  0.855  -0.82
N  0.153  -1.299  -0.004  -0.59
C  0.284  -1.454  -1.270  0.33
N  0.258  -0.230  -1.893  -0.28
O  -0.196  0.828  -1.041  -0.33
H  -2.121  0.053  0.865  0.26
H  -1.411  1.771  0.927  0.28
H  -1.048  0.533  2.273  0.27
H  1.883  1.277  0.180  0.42
H  1.555  0.804  1.810  0.43
H  -0.330  -2.030  0.476  0.42
H  0.296  -2.315  -1.840  0.24
H  0.642  -0.087  -2.819  0.44

=====

Record 3
This record from the OMol25 dataset describes an isolated ion of composition CH5N2S and charge +1 at a distorted geometry. The level of theory is ωB97M-V/def2-TZVPD.

* maximum force: 7.4 eV Å⁻¹
* lowest unoccupied orbital energy: -5.351 eV
* charge: +1
* gap between HOMO and LUMO: 9.287 eV

Last column: natural (NBO) charge in e.
Atoms and positions in Å:
N  -0.973  -0.797  0.433  -0.67
C  0.258  -0.861  0.003  0.44
N  0.723  0.451  -0.696  -0.74
S  -0.105  1.881  -0.416  0.26
H  -1.372  -1.458  1.127  0.45
H  -1.659  -0.218  0.058  0.44
H  0.826  -1.751  0.103  0.25
H  1.545  0.569  -1.190  0.43
H  0.757  2.183  0.577  0.14

=====

Result set for energy above the lowest of the compared OMol25 structures with the same formula, charge and spin: 49.9, 73.6, 33.2 kcal per mole, one per record in the order listed.